1.
# C3H5O4PS

A cluster of 2 separate species, C3H5O4PS in total in a non-equilibrium geometry (ωB97M-V with the def2-TZVPD basis set, OMol25).

Structure (XYZ):
```
14
Properties=species:S:1:pos:R:3:forces:R:3:lowdin_charge:R:1
C -0.95237 0.58905 -0.50953 -0.0752 3.2028 -0.8561 -0.18
O -2.85275 0.17281 -1.97097 -0.0961 3.1409 -1.1444 -0.06
C 0.38687 1.27411 -0.02244 0.6001 -1.3648 -2.4374 -0.15
O 3.09093 -0.93592 1.66076 -0.5065 0.9365 0.2520 -0.46
H -1.14642 -0.40024 -0.27169 0.1916 -1.8532 0.9507 0.01
H 1.06230 0.40217 -0.18667 0.2636 0.6628 0.5488 0.03
H 0.93085 2.10431 -0.63611 -1.6727 -1.2443 0.5516 0.08
H -2.70889 -0.64273 -1.58390 0.5869 -2.4870 1.3907 0.00
O -1.69417 2.14051 -2.14692 -0.6434 0.4000 -0.3395 -0.11
H 0.51478 1.56899 1.00327 -0.4728 0.1008 0.6873 0.02
O 1.86916 -2.98323 0.80512 -0.7631 0.2121 -0.8069 -0.48
S 1.29207 -2.45831 3.56262 -0.4590 0.7159 0.3988 0.00
C -1.78515 1.07973 -1.51870 1.1731 -0.4368 0.5327 -0.64
P 1.99278 -1.91123 1.81516 1.8736 -1.9857 0.2719 -0.07
```
Forces are in eV/Å.

Calculated values
HOMO energy: 0.360 eV
Energy relative to the best compared isomer or geometry (same formula, charge and spin): 9.6 kcal/mol
Strongest force on any atom: 3.344 eV/A
Total charge: -2
Orbital gap: 5.0 eV

2.
# C3H5O4Tl

A structure of composition C3H5O4Tl in a non-equilibrium geometry (ωB97M-V with the def2-TZVPD basis set, OMol25).

Structure (XYZ):
```
13
Properties=species:S:1:pos:R:3:forces:R:3:lowdin_charge:R:1
H 0.44323 -1.77190 -0.54434 -0.8089 0.4415 1.3196 0.13
O -2.90563 0.63705 -0.82169 -0.8106 -0.2535 0.5306 0.09
C -1.75498 1.14143 -0.30347 -0.8396 -0.4612 0.2321 -0.86
O -1.11573 1.92317 -1.03626 -0.0887 0.1823 -0.7760 -0.15
C 0.86309 -1.42145 0.44260 0.9483 -0.4690 -0.4548 -0.04
O 2.20372 0.52022 0.03082 1.2381 -2.4693 -1.3830 -0.20
C 2.07303 -0.69699 -0.03693 1.1451 0.2529 2.0445 -0.26
H 0.37556 -0.79370 1.20448 -0.8684 -0.2635 -1.1387 0.07
H -3.47179 1.37604 -1.07435 0.1895 -0.0686 -0.4237 0.12
O -1.42402 0.75993 0.84781 -0.3711 -0.4321 -0.6226 -0.14
Tl 0.56547 1.97578 0.50752 0.3491 3.1892 1.8198 1.02
H 1.17600 -2.32409 0.99022 0.1202 0.1030 -0.4437 0.09
H 2.97205 -1.32549 -0.20640 -0.2029 0.2483 -0.7040 0.14
```
Forces are in eV/Å.

Calculated values
HOMO energy: -8.325 eV
Energy relative to the best compared isomer or geometry (same formula, charge and spin): 0.0 kcal/mol
Strongest force on any atom: 3.688 eV/A
Orbital gap: 8.3 eV

Which value of orbital gap does entry 1 give?
5.0 eV

Among the records above, which one has the lowest orbital gap?
C3H5O4PS

Which value of energy relative to the best compared isomer or geometry (same formula, charge and spin) does entry 2 give?
0.0 kcal/mol

Which value of orbital gap does entry 1 give?
5.0 eV